Below is 2 unconnected molecules or ions with the total composition C2H7S2 at a distorted geometry, with properties calculated with ωB97M-V/def2-TZVPD.

Structure (XYZ):
```
11
Properties=species:S:1:pos:R:3:forces:R:3
S -1.385 1.933 -2.486 0.012 0.143 -0.172
H -0.070 1.805 -2.741 -0.033 -0.012 0.011
C -1.014 0.333 0.519 0.431 0.673 0.771
S -0.541 -1.395 0.729 0.053 -0.064 -0.071
C 1.258 -1.256 0.653 0.517 0.198 -0.209
H -0.215 0.902 0.051 -0.081 -0.247 -0.455
H -1.888 0.467 -0.103 -0.043 -0.178 -0.116
H -1.136 0.823 1.493 -0.309 -0.257 -0.007
H 1.744 -1.724 1.507 -0.104 -0.103 0.075
H 1.566 -0.210 0.637 -0.216 0.033 0.159
H 1.680 -1.678 -0.261 -0.228 -0.186 0.015
```
Forces are in eV/Å.

## Properties
**HOMO energy**: -2.545 eV
**Molar mass**: 95.21 g/mol
**Kohn-Sham gap**: 5.8 eV
**Energy**: -876.78854 a.u.
**Total charge**: -1